ORCA calculation (ωB97M-V with the def2-TZVPD basis set) on a structure of composition C2H2FInO2 at a distorted geometry.

The value obtained for the energy above the lowest of the compared OMol25 structures with the same formula, charge and spin is 4.389 eV. The HOMO-LUMO gap (alpha / beta) is 0.349 / 0.194 Ha. Its charge is +1. As for the expectation value of S²: 0.7622. As for the spin multiplicity: 2.

Cartesian coordinates (Å):
F (1.679480, -1.646761, 0.188229)
C (1.150741, -0.481110, 0.332831)
C (1.246393, 0.748885, 0.151506)
H (1.815442, 1.628646, 0.408817)
O (-0.978604, -0.971062, -0.143008)
O (-1.420855, 0.266680, -0.788430)
H (-0.536718, 0.951368, -0.420447)
In (-2.955879, -0.496646, 0.270502)

Cartesian forces, eV/Å:
F -1.512 0.441 0.414
C 2.049 1.348 -1.115
C -0.907 -1.523 0.626
H -0.459 0.066 -0.144
O -0.196 -0.943 0.339
O 3.854 3.399 -0.069
H -1.577 -1.829 -1.017
In -1.253 -0.958 0.967